[1]
{"formula": "C17H33N5O3", "method": "ωB97M-V with the def2-TZVPD basis set", "total_energy_ha": -1167.1026, "lumo_energy_ev": 0.7, "species": ["C", "N", "C", "O", "C", "C", "C", "N", "O", "N", "C", "C", "O", "H", "H", "H", "H", "H", "H", "H", "H", "H", "H", "H", "H", "H", "C", "C", "C", "N", "C", "C", "C", "N", "C", "C", "C", "C", "H", "H", "H", "H", "H", "H", "H", "H", "H", "H", "H", "H", "H", "H", "H", "H", "H", "H", "H", "H"], "coordinates": [[0.483878, 1.185699, -5.426446], [1.051105, 0.342423, -4.374169], [0.416211, -0.568450, -3.628534], [1.043968, -1.182712, -2.771763], [-1.082429, -0.879000, -3.848895], [-1.950151, -0.508435, -2.631152], [-1.900609, 0.959980, -2.234684], [-2.947603, 1.468618, -1.630410], [-0.957194, 1.691653, -2.469949], [-1.245016, -2.316132, -4.081391], [-2.193065, -2.866640, -4.834004], [-2.183172, -4.374136, -4.930658], [-3.042005, -2.216371, -5.428869], [0.099269, 0.570634, -6.242481], [-0.324126, 1.796087, -5.017107], [1.253741, 1.851813, -5.818440], [2.019305, 0.480834, -4.129686], [-1.447698, -0.328473, -4.716074], [-1.634614, -1.102875, -1.776654], [-2.983813, -0.768351, -2.854656], [-3.739127, 0.891088, -1.421528], [-2.885550, 2.440354, -1.389815], [-0.583470, -2.922507, -3.620234], [-2.962085, -4.690167, -5.622930], [-2.373818, -4.797025, -3.946659], [-1.213257, -4.707017, -5.294260], [2.879313, 2.560764, 4.272667], [3.313998, 1.174407, 4.777960], [2.384749, 0.058555, 4.265798], [1.001084, 0.556671, 4.102428], [0.205766, 0.287811, 2.892150], [0.871890, 0.773106, 1.585144], [0.341777, 0.016182, 0.359464], [-1.042398, -0.411526, 0.627178], [-1.174228, -1.422511, 1.694515], [-0.139315, -1.197335, 2.806017], [0.590239, 1.659111, 4.987051], [1.430505, 2.901608, 4.679965], [3.559461, 3.328691, 4.653887], [2.950922, 2.567910, 3.180275], [4.340541, 0.966752, 4.461615], [3.299769, 1.176950, 5.872305], [2.390609, -0.772182, 4.978205], [2.772750, -0.330543, 3.321243], [-0.745690, 0.823344, 2.985341], [1.956153, 0.654739, 1.615339], [0.665671, 1.840975, 1.470890], [0.965481, -0.862427, 0.160932], [0.393627, 0.658689, -0.523936], [-1.620143, 0.403871, 0.830167], [-2.184586, -1.369608, 2.113212], [-1.040071, -2.426049, 1.277071], [-0.537666, -1.553789, 3.760308], [0.767455, -1.768921, 2.587012], [-0.475256, 1.888144, 4.886188], [0.758844, 1.358103, 6.026363], [1.439322, 3.542581, 5.566625], [0.960753, 3.465035, 3.868072]], "atomic_forces_ev_per_a": [[-0.21, -0.21, 0.36], [-0.14, 0.60, -1.00], [0.19, -0.53, 0.79], [-0.45, -0.33, 0.05], [-0.21, 0.29, -0.04], [0.14, 0.38, -0.03], [1.42, -0.68, -1.02], [-1.79, 0.00, 0.88], [1.02, 0.03, -0.47], [1.46, 0.58, 0.65], [-1.32, -0.20, -1.07], [0.09, 0.11, 0.03], [0.09, 0.29, 0.14], [0.03, 0.12, -0.05], [0.06, 0.02, -0.08], [-0.03, -0.17, 0.10], [-0.11, -0.10, 0.11], [-0.07, -0.26, -0.07], [0.10, 0.04, 0.21], [-0.05, -0.17, -0.13], [-0.24, 0.25, 0.18], [-0.28, 0.08, 0.17], [0.08, 0.15, 0.09], [0.09, 0.09, 0.10], [0.06, -0.18, 0.05], [0.07, -0.19, 0.06], [-0.11, -0.39, -0.05], [-0.13, 0.26, 0.04], [-0.92, 0.62, 0.02], [-0.72, 0.20, 0.02], [0.94, -0.25, 0.57], [0.07, 0.03, -0.08], [-0.33, 0.00, 0.71], [-0.51, -0.22, -0.69], [0.46, 0.41, -0.19], [-0.11, -0.12, -0.15], [1.09, -0.51, -0.64], [0.00, 0.35, 0.20], [-0.03, -0.10, -0.13], [0.06, 0.02, 0.07], [-0.06, 0.00, 0.13], [0.08, 0.01, -0.03], [0.11, -0.13, 0.01], [-0.23, 0.07, -0.07], [0.16, 0.07, 0.27], [0.06, 0.07, 0.22], [0.08, 0.05, 0.04], [-0.27, 0.01, -0.06], [-0.18, -0.26, 0.02], [0.25, -0.29, -0.02], [0.07, 0.07, -0.18], [-0.12, 0.09, -0.11], [0.18, 0.09, -0.01], [0.04, 0.01, 0.09], [0.14, -0.27, -0.10], [-0.06, -0.04, 0.05], [-0.04, 0.13, -0.05], [0.01, 0.04, 0.10]], "mulliken_charge": [-0.8983, -0.0453, -0.0423, -0.7066, 0.2473, -0.9947, 0.6465, -0.4193, -0.6772, -0.1851, 0.7187, -1.2258, -0.6559, 0.3141, 0.2630, 0.3403, 0.3174, 0.5348, 0.1877, 0.5841, 0.2080, 0.2732, 0.2612, 0.3375, 0.3138, 0.3287, -0.5125, -0.7494, -0.7057, 0.2207, -0.1362, -0.2733, -0.7103, -0.1947, -0.9812, -0.8154, -0.7971, -0.6387, 0.3920, 0.2281, 0.3639, 0.3679, 0.2320, 0.4440, 0.1750, 0.2013, 0.2281, 0.2681, 0.2294, 0.3048, 0.4643, 0.2554, 0.4244, 0.2628, 0.3459, 0.4207, 0.4219, 0.2380]}

[2]
{"formula": "C5H9N", "method": "ωB97M-V with the def2-TZVPD basis set", "relative_energy_ev": 4.659, "total_energy_ha": -250.4957, "lumo_energy_ev": [1.0, 1.0], "species": ["C", "C", "C", "N", "C", "C", "H", "H", "H", "H", "H", "H", "H", "H", "H"], "coordinates": [[1.556600, -0.737176, 0.280680], [1.453430, 0.513910, -0.489731], [0.412103, 0.119030, 0.710209], [-0.906200, -0.016391, 0.143014], [-1.932567, -0.616022, 0.741921], [-0.995564, 0.615599, -1.042578], [1.340203, -1.674357, -0.213523], [2.367845, -0.753061, 0.994092], [2.059495, 1.382371, -0.285953], [1.291567, 0.398814, -1.574651], [0.379067, 0.399080, 1.781896], [-1.779721, -1.409718, 1.460489], [-2.925883, -0.302145, 0.444954], [-0.622766, 1.632056, -1.066314], [-1.721873, 0.266385, -1.749684]], "atomic_forces_ev_per_a": [[0.33, -0.51, 0.17], [0.18, 0.25, 0.76], [0.33, 0.46, -0.67], [-0.10, -0.05, -0.40], [0.04, -0.14, -0.02], [-1.01, 0.19, -0.09], [0.12, -0.01, -0.13], [-0.10, -0.39, 0.25], [0.45, -0.20, 0.34], [-0.62, 0.23, 1.08], [0.38, 0.53, -0.96], [0.18, 0.08, -0.10], [0.22, -0.17, 0.04], [0.19, -0.34, -0.35], [-0.61, 0.07, 0.06]], "mulliken_charge": [-0.4190, -0.7340, -0.2941, 0.1084, -0.4951, -0.9303, 0.2641, 0.2444, 0.2637, 0.3280, 0.3988, 0.2610, 0.2953, 0.3351, 0.3739]}

[3]
{"formula": "C4H7N3O", "method": "ωB97M-V with the def2-TZVPD basis set", "relative_energy_ev": 1.535, "total_energy_ha": -396.0920, "lumo_energy_ev": 0.8, "species": ["H", "N", "C", "C", "C", "N", "N", "C", "O", "H", "H", "H", "H", "H", "H"], "coordinates": [[-1.443889, -1.090965, -2.189658], [-0.585353, -1.267639, -1.734647], [-0.346642, -0.392110, -0.862982], [-1.091860, 0.853036, -0.408482], [-0.550021, 1.116933, 1.002847], [0.818795, 0.691729, 0.846581], [0.804945, -0.414981, -0.079371], [1.685406, -1.436797, 0.026329], [2.509777, -1.441507, 0.928812], [-2.169060, 0.885396, -0.485576], [-0.725023, 1.757801, -0.995916], [-0.569835, 2.188237, 1.201938], [-1.076035, 0.502212, 1.723000], [1.218829, 0.314624, 1.708421], [1.519965, -2.265970, -0.681294]], "atomic_forces_ev_per_a": [[-1.11, 0.20, -0.60], [0.94, -0.35, 0.36], [-0.24, 0.62, 0.21], [0.70, 1.78, -0.51], [-0.40, -0.33, -1.00], [1.53, -0.67, 0.14], [-0.87, 0.58, 0.03], [0.50, -0.25, 1.26], [-0.14, -0.19, -0.62], [-0.21, -0.52, -0.07], [-0.32, -1.29, 0.22], [-0.15, -0.23, 0.44], [-0.34, 0.12, 0.44], [0.05, 0.13, -0.27], [0.06, 0.41, -0.02]], "mulliken_charge": [0.2378, -0.7127, 0.5010, -0.5061, -0.4627, -0.5980, 0.2220, 0.0071, -0.5790, 0.3972, 0.2285, 0.2779, 0.3283, 0.2537, 0.4050]}

[4]
{"formula": "C29H63HgN5O3P2Sb", "method": "ωB97M-V with the def2-TZVPD basis set", "spin_multiplicity": 2, "total_energy_ha": -2718.7870, "lumo_energy_ev": [0.6, -0.7], "species": ["Hg", "C", "N", "C", "P", "O", "O", "P", "O", "N", "C", "C", "N", "C", "C", "N", "C", "C", "H", "H", "H", "H", "H", "H", "H", "H", "H", "H", "H", "H", "H", "H", "H", "H", "H", "H", "H", "H", "H", "H", "H", "H", "C", "C", "C", "C", "C", "C", "C", "C", "N", "C", "C", "C", "C", "H", "H", "H", "H", "H", "H", "H", "H", "H", "H", "H", "H", "H", "H", "H", "H", "H", "H", "C", "C", "C", "Sb", "C", "C", "C", "C", "C", "C", "H", "H", "H", "H", "H", "H", "H", "H", "H", "H", "H", "H", "H", "H", "H", "H", "H", "H", "H", "H", "H"], "coordinates": [[1.269567, 1.237468, 0.704402], [2.988999, -0.203163, -2.703012], [1.822785, -1.070670, -2.511565], [0.670887, -0.769594, -3.350002], [1.945402, -2.242200, -1.381464], [2.672477, -1.899755, -0.152638], [0.402750, -2.668873, -1.153764], [-0.871279, -2.048215, -0.402045], [-0.841065, -0.636798, 0.009650], [-2.046615, -2.292102, -1.550618], [-3.190063, -1.379511, -1.610284], [-2.299234, -3.629272, -2.074447], [-0.968166, -3.089985, 0.875404], [-0.650229, -4.511744, 0.799345], [-1.931620, -2.738152, 1.925923], [2.581407, -3.583922, -2.101219], [2.105070, -4.046868, -3.393723], [3.318075, -4.571812, -1.317867], [3.362150, -0.278608, -3.730261], [3.786219, -0.485221, -2.015791], [2.723058, 0.836417, -2.503088], [0.916794, -0.907802, -4.407038], [0.362920, 0.268009, -3.200683], [-0.174141, -1.405683, -3.092561], [-2.926937, -0.436606, -1.138887], [-4.072326, -1.797230, -1.108999], [-3.453227, -1.185181, -2.655312], [-1.401875, -4.243139, -1.996718], [-2.574309, -3.566058, -3.131151], [-3.117063, -4.132657, -1.545571], [0.134235, -4.689698, 0.066421], [-1.523258, -5.123924, 0.538884], [-0.286318, -4.842951, 1.776440], [-2.077757, -1.656220, 1.944662], [-1.532591, -3.039240, 2.899717], [-2.901799, -3.230498, 1.777468], [1.586705, -3.244026, -3.919434], [1.415465, -4.895329, -3.290747], [2.947553, -4.371401, -4.010379], [3.571034, -4.152022, -0.348056], [4.244632, -4.840833, -1.831258], [2.732804, -5.488145, -1.172204], [2.093748, -3.707470, 2.767341], [1.126979, -2.908612, 3.609018], [0.617787, -3.416153, 4.809853], [-0.287082, -2.682093, 5.590901], [-0.841750, -3.262127, 6.874062], [-0.673408, -1.424235, 5.176784], [-0.170867, -0.851562, 3.966398], [0.728676, -1.652180, 3.200232], [-0.462878, 0.346713, 3.444426], [-1.365581, 1.311089, 4.060307], [-1.353462, 2.550916, 3.158093], [-2.809816, 0.781703, 4.106475], [-0.886834, 1.735510, 5.459358], [2.357438, -4.651106, 3.249684], [3.008872, -3.138695, 2.586642], [1.658355, -3.922712, 1.787825], [0.934821, -4.399420, 5.150733], [-0.382207, -4.224141, 7.103191], [-1.921389, -3.412179, 6.797034], [-0.663026, -2.589647, 7.716264], [-1.372153, -0.875191, 5.792869], [1.098669, -1.234944, 2.266999], [-1.520723, 2.249157, 2.121132], [-0.380329, 3.049774, 3.212096], [-2.133555, 3.260097, 3.458647], [-3.194496, 0.674180, 3.087397], [-3.442282, 1.489734, 4.646452], [-2.880493, -0.190545, 4.597955], [0.185772, 1.946328, 5.433104], [-1.067417, 0.972033, 6.218615], [-1.410485, 2.647052, 5.759646], [-0.763298, 3.296389, -5.185394], [0.354327, 3.909122, -4.336363], [1.723448, 3.656691, -4.979951], [0.249854, 3.107505, -2.297003], [-1.722813, 3.940554, -1.864980], [-1.887197, 5.447493, -2.054734], [-2.122914, 3.504250, -0.448431], [1.616288, 4.532788, -1.357432], [3.037585, 3.962613, -1.416151], [1.564462, 5.955261, -1.919881], [-0.802605, 3.767883, -6.176889], [-1.749467, 3.416952, -4.726432], [-0.589593, 2.225616, -5.336591], [0.190612, 4.988736, -4.262092], [1.812632, 2.609767, -5.292720], [2.557638, 3.872666, -4.310921], [1.851604, 4.277889, -5.875338], [-2.357785, 3.419021, -2.585149], [-1.382038, 5.994245, -1.253102], [-2.949332, 5.720386, -2.014825], [-1.495125, 5.799279, -3.012761], [-1.493372, 3.995583, 0.303664], [-2.012713, 2.421809, -0.309365], [-3.166418, 3.770967, -0.233389], [1.295871, 4.535477, -0.311224], [3.452616, 4.031063, -2.426537], [3.073673, 2.915467, -1.102178], [3.703403, 4.528191, -0.751597], [1.920275, 5.980653, -2.955800], [2.217481, 6.615998, -1.334714], [0.560900, 6.381629, -1.898783]], "atomic_forces_ev_per_a": [[0.12, 0.10, 0.07], [-0.12, -0.14, -0.07], [0.07, 0.30, 0.01], [0.05, 0.03, 0.13], [0.16, -0.02, 0.07], [-0.10, -0.07, -0.01], [-0.22, -0.01, -0.12], [0.06, 0.09, 0.11], [-0.01, -0.23, -0.16], [-0.23, -0.02, 0.04], [0.13, -0.14, -0.11], [0.01, 0.18, 0.00], [-0.25, -0.11, 0.19], [-0.14, 0.12, 0.09], [0.04, -0.06, -0.06], [0.20, -0.15, 0.03], [0.00, 0.02, 0.12], [-0.13, 0.09, -0.12], [-0.03, -0.03, 0.02], [-0.07, -0.01, -0.02], [-0.06, 0.02, 0.01], [0.03, -0.05, -0.07], [0.04, -0.05, 0.01], [0.06, -0.01, -0.06], [0.03, -0.01, 0.00], [0.06, -0.01, 0.00], [0.02, -0.05, 0.05], [-0.03, 0.03, -0.02], [0.02, 0.01, 0.02], [0.02, 0.01, 0.04], [-0.02, 0.01, 0.02], [0.00, 0.05, 0.01], [-0.07, 0.01, -0.06], [0.06, -0.12, -0.03], [-0.06, -0.02, -0.12], [0.05, -0.01, -0.05], [0.06, -0.05, 0.04], [0.01, 0.05, 0.01], [-0.01, 0.01, 0.01], [-0.01, 0.04, 0.00], [-0.02, -0.01, -0.03], [-0.02, 0.03, 0.00], [-0.01, 0.08, 0.02], [0.08, -0.11, 0.07], [-0.01, 0.04, -0.05], [0.01, -0.11, 0.04], [0.05, 0.07, -0.11], [0.01, 0.02, -0.03], [-0.05, -0.11, 0.12], [0.07, 0.27, 0.01], [0.07, -0.01, -0.11], [-0.10, 0.01, 0.16], [0.09, -0.03, -0.03], [0.05, -0.17, -0.08], [0.02, -0.06, 0.06], [-0.03, 0.04, -0.01], [-0.08, -0.04, -0.01], [0.15, 0.08, 0.10], [-0.04, 0.08, -0.04], [-0.02, 0.04, 0.00], [0.04, -0.01, 0.01], [0.00, -0.04, -0.04], [0.07, -0.08, -0.06], [-0.03, -0.03, 0.09], [-0.01, 0.04, 0.09], [-0.10, -0.05, -0.04], [0.11, -0.08, -0.02], [0.01, 0.01, 0.10], [-0.01, -0.01, -0.06], [-0.04, 0.12, -0.04], [-0.08, 0.01, 0.02], [0.04, 0.18, -0.06], [0.03, -0.05, -0.01], [0.06, 0.15, -0.02], [0.00, -0.05, 0.04], [-0.16, 0.01, -0.04], [0.06, 0.14, -0.43], [0.21, 0.05, 0.34], [-0.11, -0.11, 0.03], [-0.03, 0.00, -0.11], [-0.10, 0.02, -0.13], [-0.01, 0.09, 0.08], [0.10, -0.08, 0.09], [0.01, -0.09, 0.09], [0.09, 0.00, -0.07], [-0.04, 0.05, 0.03], [0.02, -0.06, 0.03], [0.02, 0.07, 0.08], [-0.04, 0.04, -0.03], [-0.02, -0.10, 0.04], [-0.03, -0.04, -0.01], [-0.05, -0.03, -0.08], [0.07, 0.00, 0.03], [-0.03, -0.02, 0.07], [-0.08, -0.05, -0.08], [-0.01, 0.13, -0.02], [0.11, -0.01, 0.00], [-0.02, 0.03, 0.00], [-0.03, -0.01, 0.09], [0.00, 0.08, 0.02], [-0.05, -0.05, -0.09], [-0.04, 0.00, 0.09], [-0.02, -0.05, -0.08], [0.13, -0.04, -0.02]], "mulliken_spin": [-0.0006, -0.0002, 0.0001, 0.0000, 0.0000, -0.0009, 0.0014, -0.0026, 0.0017, 0.0001, 0.0000, 0.0001, -0.0022, 0.0016, -0.0065, 0.0001, 0.0000, 0.0000, 0.0000, 0.0000, 0.0001, 0.0000, -0.0001, 0.0000, -0.0001, 0.0000, 0.0000, 0.0000, 0.0000, 0.0000, 0.0005, 0.0005, 0.0011, 0.0056, 0.0027, -0.0005, 0.0000, 0.0000, 0.0000, 0.0000, 0.0000, 0.0000, 0.0067, -0.0801, 0.2541, -0.0458, 0.0006, 0.1030, 0.0505, 0.0776, 0.6046, -0.1151, 0.0023, 0.0519, 0.0501, -0.0027, -0.0020, -0.0072, 0.0110, -0.0023, -0.0043, -0.0029, 0.0219, 0.0304, 0.0080, 0.0012, 0.0002, -0.0056, 0.0001, 0.0000, -0.0070, -0.0019, 0.0006, 0.0000, -0.0001, 0.0000, -0.0004, -0.0001, 0.0000, 0.0007, 0.0000, 0.0001, 0.0000, 0.0000, 0.0000, 0.0000, 0.0000, 0.0000, 0.0000, 0.0000, 0.0000, 0.0000, 0.0000, 0.0000, 0.0003, -0.0001, 0.0001, -0.0001, 0.0000, -0.0002, 0.0001, 0.0000, 0.0000, 0.0000]}